DFT (ωB97M-V/def2-TZVPD) results for C25H44BCoN6O3PS3Te as an isolated structure.

XYZ file:
```
85
Properties=species:S:1:pos:R:3:forces:R:3:lowdin_spin:R:1
Co -0.03815 -0.71557 -0.65145 0.04 -0.02 -0.06 1.02
C 2.11741 0.55325 -3.87279 0.01 0.00 0.01 0.00
C 3.48702 0.91879 -3.29888 0.01 0.00 0.01 0.00
C 4.44399 -0.27174 -3.28400 0.00 0.00 -0.01 0.00
C 4.09773 2.01517 -4.16981 0.00 0.00 0.00 0.00
N 3.31695 1.44657 -1.90947 0.01 -0.01 0.00 0.00
C 3.60028 2.74680 -1.52924 -0.01 0.01 0.00 0.00
C 3.23794 2.87214 -0.23964 0.00 0.00 0.00 0.00
N 2.73524 1.66371 0.18272 0.02 -0.01 0.00 0.00
B 2.09323 1.55652 1.58973 0.00 -0.02 -0.02 0.00
N 2.22548 0.13937 2.19817 0.00 -0.01 0.02 0.00
C 3.44584 -0.25718 2.70139 -0.01 0.02 -0.02 0.00
C 3.34106 -1.53768 3.09356 0.01 -0.02 0.02 0.00
N 2.03993 -1.94104 2.83879 0.01 0.01 -0.02 0.00
C 1.36823 -0.89959 2.27863 -0.01 0.02 0.00 0.01
S -0.26402 -0.88345 1.74643 0.00 -0.01 0.03 0.02
C 1.52222 -3.32127 3.08309 0.00 0.01 -0.01 0.00
C 1.13789 -3.96117 1.74998 -0.01 0.00 0.00 0.00
C 2.62894 -4.15825 3.72164 0.00 0.00 0.00 0.00
C 0.34337 -3.26197 4.05321 0.00 -0.01 0.00 0.00
N 0.64875 2.11315 1.61245 -0.02 0.00 0.00 0.00
C 0.16144 2.62362 2.79388 0.01 -0.01 0.00 0.00
C -1.09709 3.04295 2.58278 0.00 0.02 0.00 0.00
N -1.39560 2.79258 1.25405 -0.02 -0.01 -0.01 0.00
C -0.31584 2.20164 0.67257 0.01 0.01 0.00 0.01
S -0.19282 1.66422 -0.96024 0.00 0.03 0.01 0.01
C -2.70033 3.13842 0.61094 0.01 -0.02 0.01 0.00
C -3.38780 1.86190 0.13422 -0.01 0.01 -0.01 0.00
C -2.45830 4.12104 -0.53384 0.00 0.00 0.00 0.00
C -3.59939 3.81627 1.64384 0.01 0.00 0.00 0.00
C 2.77782 0.79947 -0.84574 -0.02 0.04 0.00 0.00
S 2.24643 -0.84436 -0.80904 -0.01 -0.03 0.00 -0.02
H 2.23665 0.27605 -4.92157 0.00 -0.01 0.00 0.00
H 1.44478 1.41099 -3.81300 0.00 0.00 0.00 0.00
H 1.66538 -0.28084 -3.34166 0.00 0.00 0.00 0.00
H 4.58675 -0.62294 -4.30712 0.00 0.00 0.00 0.00
H 4.05175 -1.09072 -2.68754 0.00 0.00 0.00 0.00
H 5.41493 0.02738 -2.88430 0.00 0.00 0.00 0.00
H 4.23205 1.60756 -5.17079 0.00 0.00 0.00 0.00
H 5.07681 2.32982 -3.80529 0.00 0.00 0.00 0.00
H 3.44361 2.88426 -4.25002 0.00 0.00 0.00 0.00
H 4.03936 3.46590 -2.19123 0.00 0.00 0.00 0.00
H 3.29503 3.71789 0.42163 0.00 0.00 0.00 0.00
H 2.74228 2.28712 2.30045 0.01 0.01 0.01 0.00
H 4.28487 0.41436 2.73521 0.00 0.00 0.00 0.00
H 4.07491 -2.18151 3.53559 0.00 0.01 0.00 0.00
H 1.99294 -3.96422 1.07125 0.00 0.00 0.00 0.00
H 0.32204 -3.43080 1.26631 0.00 0.00 0.00 0.00
H 0.82961 -4.99352 1.92431 0.00 0.00 0.00 0.00
H 3.49122 -4.26543 3.06242 0.00 0.00 0.00 0.00
H 2.22714 -5.15402 3.90456 0.00 0.00 0.00 0.00
H 2.95278 -3.74829 4.67969 0.00 0.00 0.00 0.00
H -0.48358 -2.69231 3.63783 0.00 0.00 0.00 0.00
H 0.65045 -2.80545 4.99639 0.00 0.00 0.00 0.00
H 0.00241 -4.27831 4.25714 0.00 0.00 0.00 0.00
H 0.76157 2.64406 3.68565 0.00 0.00 0.00 0.00
H -1.78948 3.49928 3.26095 0.00 0.00 0.00 0.00
H -2.80954 1.35262 -0.63014 -0.01 0.00 0.01 0.00
H -4.37124 2.11861 -0.26569 0.00 0.00 0.00 0.00
H -3.51938 1.17093 0.96941 0.00 0.00 0.00 0.00
H -1.84082 3.67902 -1.31119 0.00 0.00 0.00 0.00
H -1.96997 5.02412 -0.16195 0.00 0.00 0.00 0.00
H -3.41915 4.40328 -0.96732 0.00 0.00 0.00 0.00
H -3.83345 3.15379 2.47816 0.00 0.00 0.00 0.00
H -4.53678 4.06956 1.15013 0.00 0.00 0.00 0.00
H -3.16378 4.74083 2.02562 0.00 0.00 0.00 0.00
C -4.52853 -1.18250 -4.31576 -0.01 -0.01 0.01 0.00
C -3.25936 -1.21145 -3.50065 0.02 0.01 -0.01 0.00
O -3.46151 -2.11636 -2.39592 0.02 0.02 0.00 0.00
P -2.31090 -2.22901 -1.29692 -0.04 -0.04 0.00 0.00
O -2.03416 -0.86916 -0.68855 -0.02 0.01 0.00 -0.01
Te -0.22600 -2.99466 -2.09286 0.01 0.01 0.02 -0.04
O -2.98641 -3.22143 -0.26501 0.01 0.01 -0.02 0.00
C -3.61854 -2.70937 0.93249 0.01 -0.01 0.04 0.00
C -4.89779 -1.96333 0.62661 0.02 0.01 0.00 0.00
H -4.40497 -0.51263 -5.16743 0.00 0.00 0.00 0.00
H -5.36452 -0.82761 -3.71293 0.00 0.00 0.00 0.00
H -4.76716 -2.17822 -4.68880 0.00 0.00 0.00 0.00
H -3.01281 -0.22347 -3.10473 0.00 0.00 0.00 0.00
H -2.41106 -1.56810 -4.08967 0.00 0.00 0.00 0.00
H -2.90143 -2.07703 1.45779 -0.01 0.00 0.00 0.00
H -3.81049 -3.59627 1.53381 0.01 0.00 0.00 0.00
H -4.68930 -1.05676 0.05758 -0.01 -0.01 0.00 0.00
H -5.38074 -1.67698 1.56277 0.00 0.00 0.00 0.00
H -5.58429 -2.58909 0.05638 0.00 0.01 -0.01 0.00
```
Positions in Å, forces in eV/Å.

Output
* E_HOMO (alpha / beta): -7.08 / -7.08 eV
* calculated total energy: -4745.1521 Ha
* multiplicity: 2
* charge: 0
* energy relative to the best compared isomer or geometry (same formula, charge and spin): 0.00 kcal/mol
* frontier orbital gap (alpha / beta): 7.5 / 7.7 eV
* LUMO energy (alpha / beta): 0.0149 / 0.0226 hartree

DFT (ωB97M-V/def2-TZVPD) results for a 6-piece molecular cluster, C25H44FNO12P2S overall.

XYZ file:
```
86
Properties=species:S:1:pos:R:3:forces:R:3:mulliken_charge:R:1
C 3.70201 2.76845 3.03594 -0.31 0.35 0.11 -1.56
C 2.55086 2.63467 2.04748 0.00 -0.43 0.61 0.29
F 2.72340 3.53693 0.99690 -0.05 0.04 0.07 -0.36
C 2.34605 1.19238 1.48583 0.46 1.23 -0.48 1.60
O 1.57343 0.55789 2.52049 0.24 -0.82 -0.10 -0.27
C 0.44794 -0.14584 2.23613 -0.39 0.52 -0.03 0.32
O -0.63917 0.34151 2.28665 0.37 -0.10 -0.05 -0.52
S 0.54736 -1.99868 2.00881 -0.43 -1.07 0.69 1.11
C 1.10244 -2.32858 0.37446 0.12 0.57 -0.30 -0.74
O 1.49190 -2.50546 2.97048 0.24 0.43 -0.21 -0.61
O -0.81201 -2.44402 2.11071 0.12 0.27 -0.15 -0.53
P 1.44944 1.15495 -0.18015 -0.11 -0.87 0.12 -0.27
P -0.30519 2.48026 -0.09040 -0.54 -0.11 -0.30 0.90
O -1.46921 1.68733 -0.48714 0.16 0.08 -0.05 -0.63
O 0.01521 3.67461 -1.09148 0.12 0.07 0.26 -0.27
O -0.45322 3.19758 1.32612 0.41 0.01 0.05 -0.50
C 3.68508 0.52105 1.23819 -0.17 -0.34 0.04 -0.14
C 4.62605 1.11115 0.39423 0.05 -0.06 0.04 -0.57
C 5.82501 0.45767 0.18550 0.03 -0.07 -0.03 -0.67
C 6.04886 -0.75805 0.82292 0.12 0.14 -0.10 -0.43
N 5.17333 -1.32498 1.64009 -0.02 -0.04 -0.07 -0.67
C 4.01579 -0.69514 1.83098 -0.14 0.16 0.08 -0.60
H 3.43514 3.51281 3.78897 0.07 0.01 -0.08 0.42
H 4.60829 3.11646 2.54303 0.06 -0.28 -0.04 0.39
H 3.86795 1.82856 3.56198 0.13 -0.01 -0.10 0.35
H 1.62911 2.87337 2.57593 -0.07 0.21 -0.36 0.51
H 2.13005 -1.99528 0.23081 0.01 -0.15 0.13 0.19
H 1.00118 -3.40713 0.25511 0.02 0.02 0.02 0.39
H 0.45864 -1.78939 -0.32103 -0.07 -0.16 0.03 0.27
H 2.38954 1.89931 -0.90339 -0.10 0.28 0.04 0.12
H 0.89126 4.05792 -0.94526 -0.04 0.10 0.01 0.26
H -0.66611 2.54317 2.01225 -0.21 -0.03 -0.04 0.39
H 4.43823 2.06237 -0.08901 -0.03 -0.02 0.04 0.44
H 6.57894 0.86883 -0.47334 -0.04 0.02 0.04 0.42
H 6.98165 -1.28728 0.66077 -0.03 -0.03 0.05 0.40
H 3.31462 -1.17992 2.49861 0.05 -0.01 0.04 0.50
C 0.55195 -7.89480 0.00762 0.02 0.01 -0.16 -0.94
C 1.50579 -6.73185 -0.12119 0.01 -0.02 0.03 0.93
O 1.89167 -6.34074 -1.19706 -0.01 0.03 -0.02 -0.56
C 1.95131 -6.07140 1.16162 0.04 0.16 -0.14 -1.13
H 0.30650 -8.27638 -0.98016 0.00 0.00 0.00 0.32
H 1.00710 -8.68879 0.60219 -0.04 0.02 0.07 0.34
H -0.36266 -7.57227 0.50853 0.02 -0.03 0.07 0.12
H 2.46770 -6.78579 1.80393 -0.10 -0.02 0.06 0.47
H 1.08404 -5.68175 1.69971 0.02 -0.08 0.11 0.27
H 2.62881 -5.25270 0.92804 0.02 -0.01 0.03 0.26
C 0.55016 5.45956 -3.69775 -0.03 -0.24 -0.05 -0.87
C 1.96343 5.03561 -4.01164 -0.02 0.09 0.00 0.75
O 2.26091 3.87696 -4.18999 0.02 -0.04 0.08 -0.57
C 2.99503 6.13726 -4.08005 0.10 -0.14 -0.05 -1.15
H -0.10050 4.58896 -3.67352 0.02 -0.01 0.00 0.26
H 0.52076 5.95939 -2.72787 -0.05 0.15 -0.07 0.21
H 0.19273 6.16417 -4.44958 0.05 0.12 0.08 0.40
H 3.04116 6.66839 -3.12772 -0.06 0.07 -0.03 0.31
H 2.72258 6.85664 -4.85360 -0.04 0.06 0.06 0.34
H 3.96976 5.71233 -4.30750 0.00 0.00 0.00 0.33
C -2.90279 -2.19096 -0.27556 0.04 -0.05 -0.16 -0.79
C -3.81681 -3.21143 -0.90137 -0.02 0.04 -0.05 0.74
O -3.41622 -4.00672 -1.72347 0.02 -0.04 0.04 -0.60
C -5.24747 -3.20838 -0.43117 0.02 -0.10 -0.18 -1.04
H -1.90250 -2.30294 -0.68758 0.00 0.00 -0.01 0.08
H -3.26119 -1.17965 -0.47688 -0.02 0.01 0.08 0.42
H -2.86426 -2.33629 0.80338 -0.05 0.09 0.03 0.33
H -5.71629 -2.24516 -0.64087 0.04 0.04 0.09 0.39
H -5.27003 -3.39339 0.64304 -0.07 0.15 -0.05 0.20
H -5.79728 -3.99489 -0.94474 -0.01 0.01 0.00 0.30
C -2.84498 8.42675 -1.37336 0.14 0.06 0.03 -1.15
C -2.08362 8.18144 -2.65329 -0.05 -0.02 0.02 0.91
O -0.93989 8.54765 -2.79208 0.04 -0.03 -0.01 -0.55
C -2.82301 7.45170 -3.74863 0.14 0.02 -0.06 -1.13
H -2.21055 8.95531 -0.66631 0.00 0.00 0.00 0.31
H -3.73646 9.02245 -1.57607 -0.05 -0.07 0.00 0.35
H -3.16077 7.47685 -0.93865 -0.07 0.00 -0.03 0.31
H -3.71419 8.01174 -4.03631 -0.05 -0.05 0.05 0.41
H -3.13686 6.46731 -3.39699 -0.07 0.02 0.02 0.31
H -2.17612 7.33635 -4.61476 0.00 0.01 0.00 0.25
C -5.95744 -7.07073 2.67902 -0.10 0.12 0.03 -1.22
C -5.08695 -5.92311 2.22990 0.10 -0.02 -0.04 0.75
O -5.47482 -4.77896 2.26580 -0.06 -0.09 0.19 -0.58
C -3.70595 -6.27054 1.72726 0.00 0.14 -0.02 -0.83
H -6.91934 -6.69074 3.01379 0.00 0.00 0.00 0.32
H -6.10998 -7.76868 1.85416 0.06 -0.05 0.02 0.32
H -5.47489 -7.60807 3.49705 0.03 -0.06 -0.05 0.34
H -3.77878 -6.93699 0.86593 0.01 -0.06 0.04 0.34
H -3.14133 -6.77877 2.51130 -0.02 -0.07 -0.03 0.40
H -3.18127 -5.36346 1.43533 0.00 0.00 0.00 0.10
```
Positions in Å, forces in eV/Å.

Output
* E_HOMO: -8.98 eV
* calculated total energy: -3117.4296 Ha
* charge: 0
* frontier orbital gap: 8.5 eV
* LUMO energy: -0.0179 hartree